(A)
{"formula": "C3H9N3O", "method": "the ωB97M-V functional and the def2-TZVPD basis", "e_homo_ev": -7.19, "orbital_gap_ev": 8.02, "elements": ["O", "N", "N", "N", "C", "C", "C", "H", "H", "H", "H", "H", "H", "H", "H", "H"], "xyz": [[1.390, 0.490, 0.649], [0.349, -1.141, -1.458], [-0.693, 1.695, 0.646], [-1.433, 0.411, -1.708], [1.217, -0.575, 1.521], [0.101, 0.658, 0.097], [-0.300, -0.023, -1.025], [-0.765, 1.608, 1.662], [0.837, -1.678, -0.514], [-2.041, 0.987, -1.146], [1.106, -1.663, 0.740], [-1.926, -0.306, -2.218], [-0.284, 2.609, 0.449], [0.508, -0.384, 2.330], [2.174, -0.886, 1.926], [-0.239, -1.803, -1.951]], "mulliken_charge": [-0.387, -0.594, -0.588, -0.528, -0.474, 0.449, 0.130, 0.258, 0.229, 0.267, 0.018, 0.202, 0.232, 0.246, 0.290, 0.247]}


(B)
{"formula": "C3H9N3O", "method": "the ωB97M-V functional and the def2-TZVPD basis", "e_homo_ev": [-7.54, -7.54], "orbital_gap_ev": [6.54, 6.54], "elements": ["O", "N", "N", "N", "C", "C", "C", "H", "H", "H", "H", "H", "H", "H", "H", "H"], "xyz": [[0.463, -1.156, 0.698], [-1.890, -0.694, -0.955], [-0.819, -0.315, -1.500], [0.216, -0.035, -0.883], [-0.142, 0.236, 2.009], [-0.523, 1.313, 1.244], [1.525, -0.082, -1.504], [1.800, -1.104, -1.767], [1.516, 0.559, -2.388], [-2.629, -0.635, -1.657], [0.182, 2.088, 0.978], [-0.304, -1.750, 0.628], [2.236, 0.305, -0.779], [-1.544, 1.417, 0.906], [-0.905, -0.387, 2.461], [0.817, 0.240, 2.509]], "mulliken_charge": [-0.591, -0.585, -0.072, 0.506, -0.265, -0.660, -0.749, 0.269, 0.317, 0.241, 0.249, 0.325, 0.298, 0.264, 0.239, 0.213]}


(C)
{"formula": "C3H9N3O", "method": "the ωB97M-V functional and the def2-TZVPD basis", "e_homo_ev": -7.98, "orbital_gap_ev": 8.31, "elements": ["O", "N", "N", "N", "C", "C", "C", "H", "H", "H", "H", "H", "H", "H", "H", "H"], "xyz": [[0.419, -0.073, 0.961], [0.361, 1.494, -0.966], [1.026, -0.762, -1.291], [-2.591, 0.916, -0.377], [-1.878, -0.117, -0.225], [0.438, 0.161, -0.674], [1.195, -1.158, 1.481], [-0.880, -0.258, 0.733], [0.663, -1.585, 2.332], [1.339, -1.934, 0.726], [-2.152, -1.034, -0.765], [-2.281, 1.732, 0.157], [1.234, 1.946, -1.199], [2.179, -0.794, 1.780], [-0.297, 2.022, -0.409], [1.225, -0.556, -2.264]], "mulliken_charge": [-0.403, -0.416, -0.632, -0.643, -0.422, 0.604, -0.649, 0.522, 0.278, 0.345, 0.315, 0.228, 0.242, 0.228, 0.163, 0.241]}


(D)
{"formula": "C3H9N3O", "method": "the ωB97M-V functional and the def2-TZVPD basis", "e_homo_ev": -7.87, "orbital_gap_ev": 8.89, "smiles": "C=C(N)O.C=NN", "elements": ["O", "N", "N", "N", "C", "C", "C", "H", "H", "H", "H", "H", "H", "H", "H", "H"], "xyz": [[1.022, 1.084, -0.042], [3.110, 0.494, 0.121], [-2.055, 1.363, -0.233], [-1.862, 0.005, -0.201], [1.461, -1.278, -0.182], [1.881, -0.039, -0.025], [-2.777, -0.846, 0.087], [2.009, -2.135, 0.082], [3.867, -0.232, 0.292], [-2.683, -1.910, -0.318], [-2.778, 1.701, 0.300], [-1.183, 1.792, 0.168], [0.412, -1.417, -0.611], [-3.781, -0.598, 0.576], [0.265, 0.589, -0.313], [3.093, 1.427, 0.300]], "mulliken_charge": [-0.465, -0.447, -0.534, -0.117, -0.938, 0.762, -0.340, 0.271, 0.248, 0.216, 0.246, 0.256, 0.161, 0.224, 0.246, 0.210]}


Which structure is the most stable? The one labeled (A).


(A)
{"formula": "C25H61N3O6", "method": "the ωB97M-V functional and the def2-TZVPD basis", "e_homo_ev": -7.96, "orbital_gap_ev": 8.44, "smiles": "CC1(C)CCCC(C)(C)N1O.CC1(C)CCCC(C)(C)N1O.COC[C@H](C)N.CO.CO.CO", "elements": ["O", "O", "O", "O", "O", "O", "N", "N", "N", "C", "C", "C", "C", "C", "C", "C", "C", "C", "C", "C", "C", "C", "C", "C", "C", "C", "C", "C", "C", "C", "C", "C", "C", "C", "H", "H", "H", "H", "H", "H", "H", "H", "H", "H", "H", "H", "H", "H", "H", "H", "H", "H", "H", "H", "H", "H", "H", "H", "H", "H", "H", "H", "H", "H", "H", "H", "H", "H", "H", "H", "H", "H", "H", "H", "H", "H", "H", "H", "H", "H", "H", "H", "H", "H", "H", "H", "H", "H", "H", "H", "H", "H", "H", "H", "H"], "xyz": [[-5.021, 1.830, 1.693], [-2.027, -0.143, 1.901], [-0.085, -4.567, 4.060], [-2.397, 1.604, 6.138], [1.386, 4.286, -2.439], [3.184, -5.528, -1.402], [-1.387, -2.353, 3.240], [3.147, -4.172, -1.688], [0.059, 4.325, -2.109], [0.402, 4.273, 0.424], [-2.495, 5.091, -0.964], [1.642, -3.748, 0.108], [-2.163, 5.497, -2.364], [-6.355, 1.603, 1.435], [1.817, -2.008, -1.592], [0.349, -3.302, 4.500], [-2.792, 1.894, 4.824], [-1.961, -0.418, 0.508], [-1.882, 3.742, -0.675], [-0.086, 6.842, -1.860], [3.855, -2.223, -3.071], [5.366, -4.205, -2.892], [0.104, -5.587, 5.029], [1.819, -3.558, -1.361], [3.863, -3.792, -2.938], [0.065, 2.184, -0.853], [0.316, -0.854, 3.886], [-0.591, 5.588, -2.571], [-0.305, 3.668, -0.819], [2.446, -1.550, -2.904], [0.058, -2.298, 3.401], [3.298, -4.361, -4.306], [0.650, -4.186, -2.102], [-0.486, 5.739, -4.099], [-3.626, 2.596, 4.815], [-0.674, -5.548, 5.791], [1.914, -1.947, -3.769], [1.383, 3.890, -3.313], [-2.046, 2.339, 4.165], [-2.362, 0.414, -0.072], [0.715, -5.273, -2.047], [-0.293, -4.018, -1.582], [-0.017, -6.576, 4.588], [-1.832, 0.829, 6.175], [-2.166, 3.355, 0.303], [0.646, -2.461, 2.497], [-0.343, 1.657, -1.716], [-2.592, -1.292, 0.349], [2.272, -1.494, -0.745], [1.466, 4.460, 0.276], [-0.665, 4.777, -4.578], [-4.434, 1.072, 1.648], [0.796, -1.627, -1.594], [3.281, -5.450, -4.268], [-1.524, -3.133, 2.613], [2.382, -3.178, 0.669], [5.343, -5.267, -2.647], [0.929, 6.934, -2.245], [2.268, -4.080, -4.526], [1.409, -3.353, 4.748], [4.291, -1.969, -4.037], [-0.023, 5.210, 0.786], [1.105, -5.627, 5.459], [-2.225, 5.912, -0.300], [-2.467, 3.026, -1.251], [0.106, -0.147, 3.083], [6.042, -3.782, -2.149], [0.417, 3.688, 1.343], [-6.850, 2.570, 1.357], [-2.574, 4.775, -3.069], [1.738, -4.798, 0.384], [-6.830, 0.976, 2.190], [1.148, 2.140, -0.735], [-1.185, 6.520, -4.400], [5.808, -4.011, -3.869], [-1.765, -0.923, 2.395], [-3.573, 4.930, -0.966], [-6.509, 1.080, 0.491], [0.634, -3.445, 0.391], [-0.407, -0.576, 4.652], [-0.326, 1.724, 0.054], [3.420, -5.429, -0.476], [-3.162, 1.001, 4.320], [-0.068, 6.774, -0.772], [0.710, -3.893, -3.150], [-1.792, -2.495, 4.154], [-0.910, -0.614, 0.296], [-2.635, 6.477, -2.428], [-0.681, 7.703, -2.165], [2.395, -0.464, -2.976], [4.565, -1.726, -2.409], [1.305, -0.681, 4.310], [-0.112, -2.937, 5.418], [0.470, 6.121, -4.458], [3.915, -4.047, -5.148]], "mulliken_charge": [-0.427, -0.332, -0.271, -0.557, -0.489, -0.469, -0.493, 0.325, 0.422, -1.732, -0.796, -2.356, -1.176, -0.625, -1.072, -0.972, -0.410, -0.548, -1.313, -1.666, -1.308, -1.829, -0.823, 2.212, 1.246, -1.826, -1.420, 1.421, 1.848, -1.001, 1.011, -1.530, -1.880, -1.906, 0.332, 0.314, 0.310, 0.339, 0.222, 0.171, 0.387, 0.417, 0.261, 0.291, 0.487, -0.296, 0.504, 0.405, 0.445, 0.435, 0.448, 0.242, 0.259, 0.371, 0.268, 0.450, 0.435, 0.398, 0.349, 0.517, 0.548, 0.347, 0.321, 0.346, 0.411, 0.276, 0.369, 0.349, 0.209, 0.398, 0.592, 0.275, 0.436, 0.409, 0.406, 0.352, 0.362, 0.268, 0.286, 0.149, -0.009, 0.381, 0.141, 0.305, 0.353, 0.249, 0.100, 0.447, 0.374, 0.502, 0.367, 0.444, 0.400, 0.390, 0.428]}


(B)
{"formula": "C25H61N3O6", "method": "the ωB97M-V functional and the def2-TZVPD basis", "e_homo_ev": -8.03, "orbital_gap_ev": 8.39, "smiles": "CC1(C)CCCC(C)(C)N1O.CC1(C)CCCC(C)(C)N1O.COC[C@H](C)N.CO.CO.CO", "elements": ["O", "O", "O", "O", "O", "O", "N", "N", "N", "C", "C", "C", "C", "C", "C", "C", "C", "C", "C", "C", "C", "C", "C", "C", "C", "C", "C", "C", "C", "C", "C", "C", "C", "C", "H", "H", "H", "H", "H", "H", "H", "H", "H", "H", "H", "H", "H", "H", "H", "H", "H", "H", "H", "H", "H", "H", "H", "H", "H", "H", "H", "H", "H", "H", "H", "H", "H", "H", "H", "H", "H", "H", "H", "H", "H", "H", "H", "H", "H", "H", "H", "H", "H", "H", "H", "H", "H", "H", "H", "H", "H", "H", "H", "H", "H"], "xyz": [[3.599, -0.186, 7.721], [1.560, 2.512, -8.257], [-3.468, -6.216, 1.508], [-1.467, 5.198, 7.837], [1.634, 1.849, 2.813], [1.525, 8.319, -0.532], [0.905, 1.492, -7.582], [-2.605, -6.081, 2.560], [1.503, 6.266, 1.216], [-2.381, -4.684, 3.038], [1.196, 2.581, -5.484], [-4.021, -7.345, 4.238], [0.336, 6.485, 0.376], [1.648, 9.710, -0.782], [-0.341, 0.719, -9.637], [-2.689, -7.240, 3.499], [4.814, -0.376, 8.341], [0.630, 0.210, -5.406], [1.767, -0.511, -9.050], [-1.508, -5.807, 5.233], [2.922, 0.957, -6.150], [1.440, 1.293, -6.197], [-2.348, -8.559, 2.783], [2.203, 0.883, 1.940], [0.330, -1.068, -6.184], [-1.290, -4.742, 4.185], [-1.527, -7.150, 4.578], [0.329, 7.982, 0.130], [-1.797, -3.824, 1.915], [-3.670, -3.966, 3.523], [-0.846, 6.066, 1.279], [0.564, 0.318, -8.433], [-0.285, -0.697, -7.580], [-0.903, 3.930, 7.633], [-2.623, -3.613, 1.236], [5.542, -0.853, 7.685], [0.204, 1.529, -10.122], [3.230, 1.206, 1.771], [2.219, -0.102, 2.408], [-0.460, -0.149, -10.285], [-1.458, 5.723, 7.033], [-1.321, -0.388, -7.439], [2.452, 9.914, -1.489], [-0.437, -1.592, -8.183], [5.281, 0.560, 8.652], [-0.677, 3.448, 8.584], [-2.949, -6.698, 0.859], [-0.231, -1.758, -5.554], [1.684, 2.552, -4.510], [-0.519, 8.300, -0.476], [-1.827, 6.393, 0.934], [2.261, 6.195, 0.552], [-1.713, -7.808, 5.427], [-1.540, -2.855, 2.342], [1.721, 2.723, 2.425], [0.287, 5.894, -0.539], [-1.178, -3.748, 4.617], [1.957, 10.242, 0.118], [0.162, 8.478, 1.086], [-1.498, 3.201, 7.085], [-2.401, -5.720, 5.852], [-4.355, -6.421, 4.709], [-4.525, -4.106, 2.861], [1.634, 3.419, -6.025], [2.451, -0.938, -8.317], [2.391, 0.147, -9.654], [3.361, 1.204, -5.183], [-1.336, 1.135, -9.479], [1.403, -1.325, -9.678], [1.242, -1.585, -6.480], [-2.172, -9.313, 3.551], [3.056, -0.059, -6.523], [1.586, 7.056, 1.839], [-1.503, -8.408, 2.111], [-3.651, -2.881, 3.615], [4.657, -1.039, 9.191], [-0.828, 4.988, 1.442], [0.128, 2.769, -5.369], [-0.904, -4.254, 1.463], [-0.286, 0.638, -4.998], [1.020, 3.225, -7.910], [-3.967, -8.140, 4.982], [-0.607, -5.805, 5.846], [-3.164, -8.992, 2.204], [1.599, 0.912, 1.034], [3.609, 0.264, 6.873], [-0.250, -4.845, 3.877], [3.478, 1.635, -6.798], [-0.717, 6.468, 2.284], [0.778, 10.166, -1.256], [1.178, -0.097, -4.515], [0.053, 4.007, 7.115], [-4.008, -4.248, 4.520], [-4.707, -7.627, 3.439], [-0.571, -7.340, 4.089]], "mulliken_charge": [-0.492, -0.467, -0.482, -0.503, -0.496, -0.289, 0.278, 0.319, -0.619, 1.547, -2.153, -1.649, 0.228, -0.775, -1.800, 1.395, -0.477, -1.168, -1.511, -0.619, -1.817, 1.722, -1.871, -0.461, -0.668, -1.359, -1.148, -0.760, -1.958, -1.677, -1.386, 1.195, -1.265, -0.508, 0.414, 0.235, 0.432, 0.244, 0.198, 0.399, 0.298, 0.402, 0.267, 0.501, 0.236, 0.227, 0.347, 0.411, 0.422, 0.450, 0.367, 0.279, 0.414, 0.406, 0.290, 0.383, 0.455, 0.307, 0.372, 0.251, 0.343, 0.297, 0.409, 0.521, 0.339, 0.371, 0.450, 0.373, 0.427, 0.280, 0.401, 0.322, 0.258, 0.462, 0.416, 0.203, 0.321, 0.435, 0.441, 0.418, 0.381, 0.371, 0.342, 0.393, 0.212, 0.295, 0.469, 0.370, 0.307, 0.304, 0.401, 0.236, 0.319, 0.396, 0.405]}


Which structure is the most stable? The one labeled (A).